Entry from the Open Molecules 2025 dataset: a structure of composition C9H21PSi in a non-equilibrium geometry (ωB97M-V/def2-TZVPD).

Structure (XYZ):
```
32
Properties=species:S:1:pos:R:3:forces:R:3:nbo_charge:R:1
C -2.047687 -1.673700 -0.421893 -0.064 0.153 -0.179 -0.46
C -1.748616 -0.256944 -0.917925 -0.041 -0.077 0.183 -0.40
C -0.955612 -2.177486 0.472274 1.085 2.642 1.212 -0.43
C -1.464403 0.707012 0.242345 0.068 0.029 0.057 -0.29
C -1.005800 2.056352 -0.310965 -0.024 -0.147 0.149 -0.61
C -2.729103 0.924281 1.080389 0.213 -0.106 -0.027 -0.62
C 1.833028 -0.399785 -1.699650 -0.356 0.107 0.712 -1.10
C 2.812476 -1.344321 1.077285 -0.427 0.433 -0.266 -1.10
C 2.583027 1.705952 0.414042 -0.381 -0.554 0.012 -1.10
Si 1.764742 -0.018394 0.185135 0.790 -0.024 -0.252 1.30
P -0.169951 -0.066602 1.373570 -1.010 -2.394 -1.413 0.21
H -3.002870 -1.679779 0.106403 0.010 -0.055 -0.039 0.20
H -2.148800 -2.328494 -1.295681 -0.093 -0.018 0.071 0.22
H -0.875562 -0.289137 -1.570146 0.034 0.027 -0.095 0.21
H -2.593011 0.121890 -1.500988 -0.014 0.051 -0.121 0.20
H -1.253251 -2.747719 1.337805 0.021 -0.157 0.092 0.21
H -0.074811 -2.563117 -0.019438 0.110 -0.145 -0.079 0.19
H -0.123463 1.948918 -0.937849 0.108 0.037 -0.115 0.21
H -0.771421 2.746391 0.498819 0.033 0.101 0.006 0.21
H -1.803477 2.496940 -0.911204 -0.031 0.072 -0.061 0.21
H -2.552130 1.680809 1.842704 -0.020 0.041 0.085 0.21
H -3.026777 0.006678 1.583525 -0.110 -0.031 0.073 0.21
H -3.549262 1.259001 0.445420 -0.119 0.037 -0.068 0.20
H 1.375675 0.387838 -2.293460 -0.091 0.131 -0.041 0.23
H 2.866533 -0.490034 -2.023765 0.234 0.021 0.098 0.24
H 1.333508 -1.332251 -1.944481 -0.103 -0.188 -0.030 0.23
H 2.624916 -1.315991 2.146605 -0.016 0.031 0.200 0.24
H 2.567856 -2.343241 0.729510 -0.098 -0.182 -0.090 0.23
H 3.874572 -1.191012 0.919893 0.229 0.089 -0.095 0.23
H 3.451861 1.639529 1.060308 0.166 -0.068 0.155 0.24
H 2.910715 2.120757 -0.534442 0.021 0.014 -0.207 0.23
H 1.897094 2.415655 0.865862 -0.122 0.131 0.074 0.24
```
Forces are in eV/Å.

Output
- HOMO energy: -8.41 eV
- Gap between HOMO and LUMO: 9.141 eV
- Energy above the lowest of the compared OMol25 structures with the same formula, charge and spin: 23.28 kcal per mole
- LUMO level: 0.73 eV
- Total charge: 0
- DFT total energy: -986.35662 hartree


Entry from the Open Molecules 2025 dataset: a structure of composition C44H38MoN4O5P2S2 (ωB97M-V/def2-TZVPD).

Structure (XYZ):
```
96
Properties=species:S:1:pos:R:3:forces:R:3:lowdin_spin:R:1
Mo -0.734519 -1.102337 1.675256 0.309 0.133 0.412 1.75
O 0.213933 -6.039093 5.332324 0.000 -0.005 0.003 0.01
C 0.070228 -4.972174 4.556050 -0.003 0.003 -0.004 0.01
C 1.146667 -4.218755 4.068972 0.007 0.002 -0.003 0.00
C 0.865791 -3.131045 3.282659 -0.014 0.000 0.010 0.01
N -0.378446 -2.787013 2.957476 -0.017 -0.023 0.001 -0.01
C -1.407911 -3.497927 3.423169 0.008 -0.010 -0.006 0.01
C -1.238701 -4.592778 4.226644 0.002 0.000 0.002 0.00
C -2.718303 -2.920067 2.977228 -0.005 -0.024 0.010 0.01
O -3.781989 -3.323307 3.345531 -0.026 0.000 -0.048 0.03
O -2.515538 -1.910212 2.141870 -0.041 0.013 -0.018 0.05
C 1.864925 -2.173174 2.710742 0.011 -0.010 0.031 0.01
O 3.052115 -2.326232 2.770843 0.001 0.014 0.012 0.02
O 1.245585 -1.147061 2.150649 -0.060 -0.020 -0.072 0.03
H 1.141015 -6.227347 5.528799 0.000 0.000 -0.001 0.00
H 2.178020 -4.454123 4.299524 0.002 0.001 0.000 0.00
H -2.094483 -5.136753 4.601657 -0.001 -0.001 -0.001 0.00
N -3.282433 0.907172 -2.001259 -0.002 0.048 -0.034 0.00
C -2.958751 -0.082230 -1.181455 0.040 -0.026 0.027 0.00
S -2.436083 0.358089 0.402420 -0.053 0.078 0.074 0.00
N -3.089375 -1.325024 -1.659561 -0.010 -0.002 -0.023 0.00
C -3.501108 -2.511224 -0.956932 0.023 0.007 0.001 0.00
C -2.973341 -3.722123 -1.378748 -0.007 -0.014 -0.004 0.00
C -3.452778 -4.900173 -0.823671 0.020 0.000 -0.009 0.00
C -4.449141 -4.857191 0.140913 0.005 0.002 0.025 0.00
C -4.972240 -3.637730 0.548865 0.009 -0.011 0.028 0.00
C -4.505355 -2.456391 -0.003184 0.003 0.015 0.008 0.00
H -3.016696 1.860331 -1.796000 0.009 0.007 -0.015 0.00
H -3.796653 0.742151 -2.853347 0.005 0.003 -0.006 0.00
H -3.244914 -1.376240 -2.658809 -0.009 -0.001 0.003 0.00
H -2.216328 -3.741598 -2.153874 0.003 -0.001 0.003 0.00
H -3.062071 -5.851139 -1.161572 0.001 -0.002 -0.001 0.00
H -4.829274 -5.775288 0.567719 -0.003 -0.003 -0.003 0.00
H -5.748448 -3.603738 1.299361 0.000 0.003 0.010 0.00
H -4.921280 -1.506413 0.305211 0.004 0.004 0.003 0.00
C 0.463362 0.906466 -1.667119 0.053 0.062 0.076 0.00
P 0.865930 -0.017924 -0.134647 -0.004 0.033 -0.019 -0.01
C 2.417669 0.688634 0.490081 0.021 -0.018 -0.035 0.00
C 2.407078 2.019023 0.910032 0.043 -0.016 -0.084 0.00
C 3.564668 2.620980 1.376120 -0.017 0.004 0.003 0.00
C 4.744747 1.896498 1.446869 0.005 -0.010 0.006 0.00
C 4.752922 0.560655 1.073266 0.002 0.004 0.005 0.00
C 3.596582 -0.044647 0.606966 -0.012 0.002 0.016 0.00
C 1.145569 -1.718586 -0.714451 -0.037 0.002 0.019 0.01
C 2.270593 -2.225117 -1.353400 0.008 0.004 -0.002 0.00
C 2.393932 -3.594477 -1.555070 0.007 0.006 -0.005 0.00
C 1.412413 -4.470133 -1.109163 -0.003 -0.006 0.006 0.00
C 0.259589 -3.977144 -0.514263 0.019 0.009 -0.023 0.00
C 0.129707 -2.606877 -0.344618 -0.036 -0.029 -0.072 0.01
P 0.277542 2.767240 -1.500950 -0.070 -0.002 -0.059 0.00
C -1.054139 3.089909 -2.711317 -0.030 -0.005 -0.005 0.00
C -1.061711 2.542726 -3.996143 0.011 -0.017 0.020 0.00
C -2.101810 2.816129 -4.869166 -0.003 0.000 0.008 0.00
C -3.144822 3.650508 -4.473884 0.001 -0.006 0.002 0.00
C -3.137085 4.219679 -3.209570 -0.006 -0.007 -0.003 0.00
C -2.092239 3.939592 -2.333001 0.006 -0.007 0.017 0.00
C 1.728024 3.356615 -2.452591 0.104 -0.104 0.086 0.00
C 1.616862 4.519612 -3.213520 -0.010 0.051 0.019 0.00
C 2.719592 5.034156 -3.878911 -0.034 0.007 0.002 0.00
C 3.948576 4.397791 -3.791057 0.011 -0.021 0.013 0.00
C 4.071002 3.244004 -3.030996 0.018 0.017 -0.015 0.00
C 2.970908 2.728432 -2.361782 -0.038 0.019 -0.042 0.00
H -0.472661 0.499674 -2.052918 -0.022 -0.004 0.019 0.00
H 1.247700 0.669165 -2.390923 -0.019 -0.008 -0.021 0.00
H 1.501233 2.603350 0.844812 0.063 -0.028 -0.062 0.00
H 3.546375 3.661665 1.673975 0.002 0.001 -0.006 0.00
H 5.651563 2.366093 1.803747 0.002 0.000 -0.001 0.00
H 5.659741 -0.022465 1.159293 -0.001 -0.002 0.001 0.00
H 3.619657 -1.098899 0.381652 0.004 -0.001 -0.005 0.00
H 3.058082 -1.563345 -1.688752 0.001 0.007 0.007 0.00
H 3.272875 -3.981812 -2.052816 -0.001 -0.001 -0.002 0.00
H 1.535073 -5.535407 -1.250511 0.001 -0.001 0.001 0.00
H -0.539637 -4.641435 -0.213155 -0.007 0.004 -0.008 0.00
H -0.883793 -2.231701 -0.092667 -0.033 -0.128 -0.094 0.01
H -0.239627 1.915243 -4.322102 -0.001 -0.001 0.000 0.00
H -2.094306 2.396965 -5.867130 -0.001 -0.002 0.005 0.00
H -3.950313 3.871740 -5.161639 0.000 0.000 -0.001 0.00
H -3.934076 4.886287 -2.907873 0.001 0.006 0.001 0.00
H -2.081972 4.392227 -1.347555 -0.004 0.002 0.009 0.00
H 0.664901 5.029382 -3.300478 -0.008 -0.007 0.004 0.00
H 2.613957 5.933220 -4.471267 0.002 0.000 -0.001 0.00
H 4.806571 4.798276 -4.313772 0.001 0.000 0.000 0.00
H 5.026756 2.741905 -2.956248 0.000 -0.002 -0.002 0.00
H 3.098077 1.832854 -1.767401 0.007 -0.010 0.015 0.00
S -1.087727 0.319975 3.608347 -0.197 -0.016 -0.273 0.06
C -0.245789 1.826347 3.378817 0.130 0.011 0.006 0.02
N -0.575531 2.640460 2.352595 -0.062 0.019 0.020 0.00
C -0.063043 3.874448 2.174342 -0.059 0.034 0.058 0.00
C 0.842199 4.372677 3.069725 -0.008 -0.015 0.038 0.00
C 1.221469 3.566230 4.145065 0.007 0.028 -0.015 0.00
C 0.688031 2.302384 4.296041 -0.017 -0.027 -0.017 0.00
H -1.257569 2.301029 1.677246 0.006 -0.018 -0.009 0.00
H -0.404823 4.406504 1.299502 -0.004 -0.001 -0.020 0.00
H 1.245426 5.364904 2.933969 -0.006 0.005 0.002 0.00
H 1.940956 3.932276 4.865735 0.004 -0.003 -0.001 0.00
H 0.972651 1.664195 5.119162 0.000 0.001 0.001 0.00
```
Forces are in eV/Å.

Output
- HOMO energy (spin up / spin down): -12.98 / -12.98 eV
- Gap between HOMO and LUMO (spin up / spin down): 7.140 / 6.469 eV
- Spin multiplicity: 3
- Energy above the lowest of the compared OMol25 structures with the same formula, charge and spin: 21.28 kcal per mole
- LUMO level (spin up / spin down): -5.84 / -6.51 eV
- Expectation value of S²: 2.023
- Total charge: +2
- DFT total energy: -3841.67485 hartree


Entry from the Open Molecules 2025 dataset: a cluster of 4 separate species, C12H30BFO5S3 in total (ωB97M-V/def2-TZVPD).

Structure (XYZ):
```
52
Properties=species:S:1:pos:R:3:forces:R:3:nbo_charge:R:1
O -0.857782 4.982386 2.053079 0.214 0.249 -0.186 -0.61
C -1.301436 3.899960 1.771584 -0.098 -0.054 0.039 0.80
O -2.514688 3.755139 1.193411 0.190 -0.306 -0.386 -0.69
C -0.581934 2.608030 2.056322 -0.337 -0.108 0.390 -0.54
C -1.326590 1.311439 1.742994 -0.077 0.106 -0.171 -0.37
C -1.587425 1.005056 0.245508 -0.061 -0.200 0.051 -0.81
B -0.299688 1.041751 -0.646543 -0.012 0.025 0.155 0.72
C 0.454928 2.311807 -1.215136 -0.218 -0.091 -0.413 -0.84
C -0.323372 3.583982 -1.511146 0.307 0.148 0.185 0.06
F -1.652791 3.313375 -1.844708 -0.060 -0.009 -0.058 -0.38
H -2.713714 4.555646 0.689103 -0.144 0.209 0.360 0.50
H 0.387745 2.664443 1.558040 -0.015 0.077 0.018 0.22
H -0.376956 2.650418 3.130028 0.168 -0.124 -0.024 0.27
H -0.774912 0.485168 2.195544 0.063 0.059 0.002 0.21
H -2.290069 1.354143 2.255467 0.017 -0.108 0.006 0.21
H -2.373437 1.671114 -0.112247 0.144 0.102 -0.050 0.25
H -1.980579 -0.013658 0.189940 -0.063 0.046 0.018 0.25
H 0.221572 -0.007394 -0.893981 0.135 0.048 0.064 -0.08
H 1.249523 2.543971 -0.492071 0.028 -0.074 -0.025 0.25
H 0.983103 1.996284 -2.120807 0.044 0.011 0.047 0.23
H -0.322173 4.273625 -0.663692 -0.152 -0.070 0.039 0.16
H 0.103107 4.118983 -2.361293 -0.015 0.000 -0.014 0.16
C -0.971017 -1.644429 -4.107674 0.062 0.026 0.004 -0.84
S -2.319596 -2.194327 -3.055809 -0.008 0.042 -0.043 1.25
O -1.861233 -2.033102 -1.651098 -0.018 0.000 0.050 -0.99
C -2.149514 -3.938488 -3.450609 0.001 -0.139 -0.014 -0.84
H -0.870889 -0.569674 -3.966022 -0.019 -0.001 0.008 0.23
H -0.055586 -2.158876 -3.814514 -0.015 -0.018 0.002 0.26
H -1.216870 -1.857957 -5.148151 -0.006 0.011 -0.001 0.22
H -1.130494 -4.243051 -3.216305 0.021 0.032 -0.009 0.24
H -2.362754 -4.100270 -4.507569 -0.001 0.028 -0.003 0.22
H -2.866416 -4.488490 -2.843654 -0.012 0.049 0.023 0.23
C 1.166194 2.784434 7.772040 0.059 0.003 0.018 -0.83
S 0.327827 3.226846 6.246143 -0.090 0.042 -0.010 1.26
O 0.348793 2.016263 5.381143 0.021 -0.015 -0.026 -0.99
C 1.601586 4.325817 5.619608 0.032 0.031 -0.011 -0.83
H 0.540994 2.058169 8.286867 -0.010 0.000 -0.015 0.24
H 2.134049 2.342730 7.535723 -0.009 -0.007 -0.018 0.23
H 1.284458 3.674184 8.390344 -0.007 -0.003 0.004 0.23
H 2.539388 3.776817 5.536018 -0.013 -0.018 -0.004 0.23
H 1.706747 5.178748 6.290034 -0.005 0.006 -0.008 0.23
H 1.276309 4.667358 4.638010 -0.020 -0.006 0.003 0.25
C 0.915615 -6.758841 -3.744059 -0.010 -0.049 -0.003 -0.83
S 1.780416 -5.344437 -3.049407 -0.011 -0.018 0.046 1.26
O 1.376037 -4.164922 -3.862832 -0.019 -0.009 -0.048 -1.00
C 3.414528 -5.829547 -3.614520 0.047 0.011 -0.022 -0.83
H -0.145133 -6.625299 -3.541445 0.004 0.010 0.009 0.24
H 1.089193 -6.792939 -4.819347 0.003 0.025 0.001 0.23
H 1.268138 -7.671131 -3.263169 -0.010 0.000 0.004 0.23
H 3.405222 -5.928101 -4.699690 -0.017 0.014 0.000 0.23
H 3.695704 -6.769298 -3.139695 0.004 0.007 0.009 0.23
H 4.107241 -5.045164 -3.317234 -0.010 0.006 0.004 0.24
```
Forces are in eV/Å.

Output
- HOMO energy: -8.54 eV
- Gap between HOMO and LUMO: 9.193 eV
- LUMO level: 0.65 eV
- Total charge: 0
- DFT total energy: -2170.60214 hartree


> Which of these has the highest total charge?

C44H38MoN4O5P2S2


> Which of these has the lowest DFT total energy?

C44H38MoN4O5P2S2


Copy entry 1 word for word.
Entry from the Open Molecules 2025 dataset: a structure of composition C9H21PSi in a non-equilibrium geometry (ωB97M-V/def2-TZVPD).

Structure (XYZ):
```
32
Properties=species:S:1:pos:R:3:forces:R:3:nbo_charge:R:1
C -2.047687 -1.673700 -0.421893 -0.064 0.153 -0.179 -0.46
C -1.748616 -0.256944 -0.917925 -0.041 -0.077 0.183 -0.40
C -0.955612 -2.177486 0.472274 1.085 2.642 1.212 -0.43
C -1.464403 0.707012 0.242345 0.068 0.029 0.057 -0.29
C -1.005800 2.056352 -0.310965 -0.024 -0.147 0.149 -0.61
C -2.729103 0.924281 1.080389 0.213 -0.106 -0.027 -0.62
C 1.833028 -0.399785 -1.699650 -0.356 0.107 0.712 -1.10
C 2.812476 -1.344321 1.077285 -0.427 0.433 -0.266 -1.10
C 2.583027 1.705952 0.414042 -0.381 -0.554 0.012 -1.10
Si 1.764742 -0.018394 0.185135 0.790 -0.024 -0.252 1.30
P -0.169951 -0.066602 1.373570 -1.010 -2.394 -1.413 0.21
H -3.002870 -1.679779 0.106403 0.010 -0.055 -0.039 0.20
H -2.148800 -2.328494 -1.295681 -0.093 -0.018 0.071 0.22
H -0.875562 -0.289137 -1.570146 0.034 0.027 -0.095 0.21
H -2.593011 0.121890 -1.500988 -0.014 0.051 -0.121 0.20
H -1.253251 -2.747719 1.337805 0.021 -0.157 0.092 0.21
H -0.074811 -2.563117 -0.019438 0.110 -0.145 -0.079 0.19
H -0.123463 1.948918 -0.937849 0.108 0.037 -0.115 0.21
H -0.771421 2.746391 0.498819 0.033 0.101 0.006 0.21
H -1.803477 2.496940 -0.911204 -0.031 0.072 -0.061 0.21
H -2.552130 1.680809 1.842704 -0.020 0.041 0.085 0.21
H -3.026777 0.006678 1.583525 -0.110 -0.031 0.073 0.21
H -3.549262 1.259001 0.445420 -0.119 0.037 -0.068 0.20
H 1.375675 0.387838 -2.293460 -0.091 0.131 -0.041 0.23
H 2.866533 -0.490034 -2.023765 0.234 0.021 0.098 0.24
H 1.333508 -1.332251 -1.944481 -0.103 -0.188 -0.030 0.23
H 2.624916 -1.315991 2.146605 -0.016 0.031 0.200 0.24
H 2.567856 -2.343241 0.729510 -0.098 -0.182 -0.090 0.23
H 3.874572 -1.191012 0.919893 0.229 0.089 -0.095 0.23
H 3.451861 1.639529 1.060308 0.166 -0.068 0.155 0.24
H 2.910715 2.120757 -0.534442 0.021 0.014 -0.207 0.23
H 1.897094 2.415655 0.865862 -0.122 0.131 0.074 0.24
```
Forces are in eV/Å.

Output
- HOMO energy: -8.41 eV
- Gap between HOMO and LUMO: 9.141 eV
- Energy above the lowest of the compared OMol25 structures with the same formula, charge and spin: 23.28 kcal per mole
- LUMO level: 0.73 eV
- Total charge: 0
- DFT total energy: -986.35662 hartree